Entry 1:
The following is a quantum chemistry calculation of a structure of composition C17H34OP2Sn, from OMol25.

The LUMO energy (alpha / beta) comes out at 0.4 / 0.5 eV. For the relative energy (zero: lowest compared OMol25 entry of this formula, charge and spin), the calculation gives 0.000 eV. Its strongest force on any atom is 3.077 eV/Å.

```
! wB97M-V def2-TZVPD RIJCOSX def2/J DEFGRID3
* xyz 0 1
P 0.760 -1.715 -2.756
P 0.178 2.122 -1.701
C 0.845 -0.060 -3.646
C 1.167 1.309 -2.987
H -0.126 0.002 -4.140
H 1.536 -0.217 -4.493
H 2.179 1.223 -2.597
H 1.201 2.058 -3.788
C -1.376 2.751 -2.507
H -1.978 3.342 -1.793
H -2.038 1.934 -2.832
H -1.193 3.408 -3.384
C 1.086 3.720 -1.648
H 0.994 4.292 -2.601
H 2.165 3.550 -1.458
H 0.701 4.367 -0.830
C -0.427 -3.034 -3.275
H -0.276 -3.931 -2.641
H -0.402 -3.352 -4.325
H -1.467 -2.703 -3.054
C 2.433 -2.371 -2.490
H 3.018 -1.647 -1.890
H 2.964 -2.599 -3.444
H 2.358 -3.305 -1.901
Sn -1.350 -0.586 -1.612
C 0.305 1.380 -5.985
C -0.994 1.353 -5.608
C -2.070 0.695 -6.412
C -1.684 -0.746 -6.869
C -0.879 -1.520 -5.866
C 0.461 -1.639 -5.961
C 1.348 -0.843 -6.878
C 0.874 0.647 -7.162
C -0.880 -1.088 0.540
H 1.013 2.118 -5.589
H -1.351 1.964 -4.779
H -2.270 1.267 -7.341
H -2.974 0.670 -5.782
H -2.633 -1.285 -7.058
H -1.090 -0.677 -7.799
H -1.487 -2.110 -5.186
H 0.990 -2.436 -5.414
H 1.409 -1.329 -7.859
H 2.364 -0.821 -6.454
H 1.772 1.181 -7.520
H 0.120 0.597 -7.969
H -0.082 -0.607 1.105
H -0.585 -2.118 0.454
H -1.758 -0.963 1.165
C 1.206 1.405 1.067
C 1.243 0.717 -0.219
O 2.038 -0.187 -0.493
H 0.506 2.258 1.023
H 2.229 1.770 1.240
H 0.991 0.758 1.932
*
```

---

Entry 2:
The following is a quantum chemistry calculation of a structure of composition C17H35AuN4O2PSeSi, from OMol25.

The LUMO energy comes out at -5.2 eV. For the relative energy (zero: lowest compared OMol25 entry of this formula, charge and spin), the calculation gives 1.361 eV. Its strongest force on any atom is 0.675 eV/Å.

```
! wB97M-V def2-TZVPD RIJCOSX def2/J DEFGRID3
* xyz 1 1
Au 0.780 0.290 0.080
C 2.020 -0.970 1.193
C 2.807 -1.731 0.208
C 2.310 -2.941 -0.286
C 3.020 -3.671 -1.224
C 4.238 -3.187 -1.683
C 4.756 -1.987 -1.192
C 4.045 -1.270 -0.253
C 4.984 -3.939 -2.674
N 5.575 -4.536 -3.460
H 2.579 -0.313 1.851
H 1.258 -1.556 1.713
H 1.358 -3.314 0.078
H 2.640 -4.611 -1.600
H 5.711 -1.629 -1.553
H 4.443 -0.340 0.131
C 1.445 4.022 1.826
Si 2.839 3.793 0.656
C 4.448 3.502 1.496
C 2.950 5.059 -0.669
Se 2.439 1.894 -0.629
H 1.583 4.941 2.408
H 1.389 3.185 2.526
H 0.496 4.097 1.290
H 4.820 4.435 1.937
H 5.194 3.144 0.783
H 4.347 2.765 2.297
H 3.312 6.000 -0.238
H 1.978 5.240 -1.132
H 3.653 4.754 -1.449
C -4.628 1.370 -0.707
N -3.996 0.054 -0.888
C -4.034 -0.381 -2.292
P -2.708 -0.370 0.028
O -1.380 0.268 -0.337
N -2.606 -1.992 -0.180
C -1.345 -2.696 -0.380
C -3.745 -2.876 0.076
N -3.140 0.095 1.535
C -2.168 0.617 2.495
C -4.404 -0.318 2.146
H -5.694 1.291 -0.921
H -4.196 2.111 -1.385
H -4.502 1.720 0.313
H -5.068 -0.535 -2.600
H -3.494 -1.316 -2.419
H -3.590 0.375 -2.947
H -0.546 -1.998 -0.612
H -1.431 -3.383 -1.226
H -1.074 -3.285 0.505
H -4.678 -2.319 0.058
H -3.653 -3.382 1.041
H -3.796 -3.640 -0.703
H -1.264 0.939 1.989
H -1.907 -0.134 3.247
H -2.590 1.481 3.012
H -5.150 -0.534 1.385
H -4.784 0.494 2.768
H -4.281 -1.201 2.780
O 0.729 -0.749 -2.431
H 1.592 -0.624 -2.844
H 0.114 -0.206 -2.940
*
```

---

Entry 3:
The following is a quantum chemistry calculation of a structure of composition C17H35Br16NO2, from OMol25.

The LUMO energy comes out at -0.5 eV. For the relative energy (zero: lowest compared OMol25 entry of this formula, charge and spin), the calculation gives 5.545 eV. Its strongest force on any atom is 9.293 eV/Å.

```
! wB97M-V def2-TZVPD RIJCOSX def2/J DEFGRID3
* xyz 0 1
Br -8.871 17.632 -6.396
C -7.402 17.965 -7.656
C -8.019 18.184 -9.020
Br -6.685 19.060 -10.091
H -6.645 17.188 -7.578
H -6.925 18.852 -7.249
H -8.832 18.902 -8.970
H -8.388 17.268 -9.472
Br -13.464 19.556 -14.442
C -11.680 20.003 -13.782
C -11.729 20.775 -12.491
Br -9.864 21.214 -12.012
H -11.158 20.574 -14.547
H -11.117 19.077 -13.682
H -12.161 20.217 -11.665
H -12.305 21.691 -12.594
Br -8.827 12.775 -10.721
C -8.790 14.695 -10.879
C -10.036 15.220 -11.563
Br -9.863 17.173 -11.849
H -7.878 14.936 -11.415
H -8.766 15.167 -9.900
H -10.939 15.109 -10.966
H -10.274 14.760 -12.520
Br -15.452 19.048 -10.737
C -16.910 20.141 -11.403
C -17.215 21.303 -10.480
Br -19.155 21.595 -10.470
H -17.718 19.424 -11.488
H -16.654 20.468 -12.408
H -16.693 22.225 -10.711
H -16.947 21.019 -9.465
Br -15.631 17.074 -6.341
C -15.095 15.724 -7.657
C -15.966 14.501 -7.675
Br -15.274 13.143 -8.891
H -14.050 15.450 -7.498
H -15.054 16.293 -8.584
H -16.988 14.762 -7.947
H -16.066 13.971 -6.733
Br -8.570 12.325 -7.089
C -9.328 13.669 -5.942
C -10.661 14.258 -6.352
Br -10.595 14.838 -8.248
H -8.609 14.486 -5.914
H -9.436 13.382 -4.893
H -10.847 15.140 -5.741
H -11.526 13.608 -6.248
Br -12.364 15.905 -14.530
C -13.883 15.931 -13.273
C -14.882 14.843 -13.635
Br -16.570 15.186 -12.726
H -14.420 16.872 -13.384
H -13.582 15.860 -12.231
H -14.560 13.903 -13.196
H -15.083 14.791 -14.697
Br -12.522 18.613 -7.305
C -12.650 20.511 -7.696
C -11.317 21.148 -7.355
Br -11.507 23.074 -7.746
H -13.471 20.841 -7.069
H -12.833 20.683 -8.752
H -10.609 20.739 -8.072
H -10.981 21.077 -6.329
C -12.051 17.248 -10.401
N -11.559 18.419 -11.185
O -10.967 19.319 -10.625
O -11.700 18.372 -12.388
H -11.485 17.245 -9.481
H -11.900 16.429 -11.095
H -13.104 17.409 -10.190
*
```

---

Entry 4:
The following is a quantum chemistry calculation of a structure of composition C17H35Cl4NO14, from OMol25.

The LUMO energy comes out at -0.5 eV. For the relative energy (zero: lowest compared OMol25 entry of this formula, charge and spin), the calculation gives 20.896 eV. Its strongest force on any atom is 13.732 eV/Å.

```
! wB97M-V def2-TZVPD RIJCOSX def2/J DEFGRID3
* xyz 0 1
Cl -4.626 1.748 -1.612
C -3.910 2.677 -0.233
C -2.374 2.765 -0.235
Cl -1.772 3.683 -1.648
H -4.257 2.028 0.571
H -4.358 3.669 -0.177
H -1.985 1.748 -0.201
H -1.916 3.170 0.668
Cl -2.181 0.519 -4.786
C -2.592 -0.243 -3.242
C -1.327 -0.776 -2.391
Cl -0.735 -2.288 -3.029
H -3.422 -0.929 -3.410
H -3.071 0.464 -2.564
H -1.529 -1.116 -1.375
H -0.498 -0.069 -2.423
C 0.235 -0.740 -0.572
N -0.751 0.148 0.186
O -1.261 0.940 -0.473
O -0.824 0.041 1.377
H 0.188 -0.460 -1.624
H -0.005 -1.782 -0.361
H 1.225 -0.411 -0.256
C 1.986 -2.545 -3.822
O 1.206 -1.553 -4.412
C 0.870 -0.431 -3.726
O 1.284 -0.074 -2.612
O 0.130 0.314 -4.499
C -0.039 1.696 -4.122
H 2.425 -3.328 -4.439
H 1.275 -3.068 -3.182
H 2.806 -2.217 -3.183
H 0.196 2.462 -4.861
H 0.467 1.941 -3.188
H -1.099 1.779 -3.882
C 3.783 -3.952 3.299
O 3.320 -3.341 2.114
C 3.730 -3.849 0.913
O 4.467 -4.836 0.758
O 3.131 -3.121 -0.171
C 2.040 -2.197 -0.059
H 4.868 -4.058 3.261
H 3.258 -4.907 3.311
H 3.583 -3.330 4.172
H 1.635 -1.853 -1.011
H 2.345 -1.297 0.474
H 1.328 -2.764 0.541
C -4.225 3.566 2.616
O -3.479 2.503 2.076
C -2.877 1.626 2.905
O -2.899 1.751 4.111
O -2.390 0.605 2.291
C -1.572 -0.359 2.948
H -4.651 4.099 1.766
H -3.539 4.265 3.094
H -4.934 3.113 3.308
H -2.102 -1.278 3.197
H -0.938 0.003 3.757
H -0.864 -0.758 2.222
C 0.407 2.305 1.330
O 1.760 2.125 1.750
C 2.390 0.927 1.574
O 2.128 0.088 0.724
O 3.388 0.803 2.513
C 4.102 -0.447 2.579
H 0.538 2.017 0.287
H -0.002 3.311 1.420
H -0.303 1.682 1.874
H 3.359 -1.165 2.926
H 4.945 -0.283 3.250
H 4.511 -0.756 1.617
*
```